(1)
C4H10N2O2S3 | ωB97M-V with the def2-TZVPD basis set

Properties
Net charge: 0
Gap between HOMO and LUMO: 8.29 eV
LUMO: -0.020 eV
DFT total energy: -1612.8827 a.u.

```
21
Properties=species:S:1:pos:R:3:forces:R:3
C 0.322 1.289 2.545 -0.4 -0.6 0.3
C 0.164 2.398 1.565 -0.9 -0.1 -0.7
C 0.343 -0.167 -1.454 0.1 0.5 -0.4
C -0.940 -2.249 -1.269 -0.3 -0.2 -0.1
N -1.846 0.682 1.103 -0.6 0.3 -0.6
N 0.053 -1.367 -0.708 0.1 0.0 0.9
O -1.424 2.447 -0.619 0.1 0.1 -0.1
O -2.439 3.071 1.524 0.0 0.2 0.3
S -0.927 -0.071 2.098 1.2 -0.4 0.4
S 0.428 -1.493 0.877 0.1 0.5 0.1
S -1.528 2.242 0.798 0.3 -0.2 -0.1
H 1.299 0.819 2.556 0.1 0.0 0.0
H 0.027 1.576 3.552 0.1 0.0 0.0
H 0.148 3.383 2.017 0.1 0.1 0.1
H 0.856 2.361 0.729 0.1 0.0 0.0
H 1.199 0.334 -1.006 0.0 0.0 0.0
H 0.597 -0.439 -2.480 0.0 0.0 0.0
H -0.505 0.526 -1.471 0.2 -0.1 0.0
H -0.605 -2.577 -2.256 -0.1 0.0 0.0
H -1.035 -3.120 -0.624 -0.1 0.0 -0.1
H -1.913 -1.758 -1.366 0.0 0.0 0.0
```
Forces are in eV/Å.

Here are the Mulliken charges for atoms 1 to 6, given in e: atom 1 (C): -0.632, atom 2 (C): -0.667, atom 3 (C): -0.815, atom 4 (C): -0.830, atom 5 (N): -0.299, atom 6 (N): 0.058

=====

(2)
C4H10N2O3 | ωB97M-V with the def2-TZVPD basis set

Properties
Net charge: 0
Gap between HOMO and LUMO: 10.74 eV
SMILES: COC(C)=O.NC(N)=O
LUMO: 0.884 eV
DFT total energy: -493.6754 a.u.
Energy relative to the best compared isomer or geometry (same formula, charge and spin): 0.264 eV

```
19
Properties=species:S:1:pos:R:3:forces:R:3
C -1.121 1.527 -0.967 0.4 0.1 0.0
O -2.159 0.706 -0.417 -0.2 -0.1 0.0
C -1.886 0.056 0.707 -0.2 -0.1 0.1
C -3.032 -0.826 1.127 0.1 0.2 0.0
O -0.847 0.160 1.317 0.1 0.0 -0.1
H -1.571 2.054 -1.803 0.0 0.0 0.0
H -0.766 2.235 -0.216 0.0 0.0 0.0
H -0.285 0.908 -1.306 -0.1 0.1 0.1
H -2.960 -1.768 0.587 0.0 0.0 0.0
H -2.976 -1.022 2.193 0.1 0.0 0.0
H -3.979 -0.355 0.876 -0.1 0.0 0.0
N 1.985 -0.188 0.651 2.1 -0.1 0.5
C 2.333 -0.211 -0.652 0.1 -2.4 0.3
N 3.589 -0.880 -0.706 0.5 0.4 -1.3
O 1.613 -0.057 -1.615 0.3 0.7 -0.2
H 1.014 -0.032 0.895 0.2 -0.1 0.6
H 2.787 -0.710 1.132 -2.9 1.2 0.2
H 3.904 -1.079 -1.643 -0.1 0.2 -0.1
H 4.356 -0.519 -0.159 -0.1 0.2 0.1
```
Forces are in eV/Å.

Here are the Mulliken charges for atoms 1 to 6, given in e: atom 1 (C): -0.374, atom 2 (O): -0.338, atom 3 (C): 0.810, atom 4 (C): -1.028, atom 5 (O): -0.689, atom 6 (H): 0.234

=====

(3)
C4H10N2O3 | ωB97M-V with the def2-TZVPD basis set

Properties
Net charge: 0
Gap between HOMO and LUMO: 10.07 eV
SMILES: CNC(=O)[C@](N)(O)OC
LUMO: 0.675 eV
DFT total energy: -493.6339 a.u.
Energy relative to the best compared isomer or geometry (same formula, charge and spin): 1.395 eV

```
19
Properties=species:S:1:pos:R:3:forces:R:3
C -0.100 1.589 2.332 -0.2 -0.5 0.1
N 0.005 1.162 0.944 -0.4 -1.0 1.0
C 0.433 -0.149 0.678 0.7 1.9 -0.9
O 0.959 -0.870 1.492 -0.4 -0.1 0.1
C 0.543 -0.403 -0.899 -0.3 -1.3 1.8
N 1.904 -0.687 -1.197 0.2 0.4 -0.3
O 0.028 0.744 -1.435 1.8 2.7 -3.7
O -0.239 -1.531 -1.275 0.6 0.4 -0.2
C -1.638 -1.392 -1.156 0.0 0.7 -0.4
H -0.970 1.150 2.843 0.2 0.0 -0.1
H -0.208 2.674 2.392 0.3 -0.1 -0.1
H 0.796 1.235 2.831 0.1 0.2 0.3
H -0.649 1.632 0.336 0.4 -0.5 -0.4
H 2.008 -1.298 -1.998 -0.4 0.1 -0.1
H 2.375 -1.149 -0.433 -0.2 0.1 0.4
H 0.736 1.312 -1.980 -2.1 -2.3 1.9
H -1.916 -1.149 -0.121 -0.2 -0.5 -0.1
H -2.005 -0.568 -1.779 0.1 0.0 0.0
H -2.062 -2.303 -1.576 -0.1 -0.1 0.6
```
Forces are in eV/Å.

Here are the Mulliken charges for atoms 1 to 6, given in e: atom 1 (C): -0.868, atom 2 (N): -0.122, atom 3 (C): -0.037, atom 4 (O): -0.613, atom 5 (C): 1.320, atom 6 (N): -0.814

=====

(4)
C4H10N2OS | ωB97M-V with the def2-TZVPD basis set

Properties
Net charge: 0
Gap between HOMO and LUMO: 5.13 eV
LUMO: -3.355 eV
DFT total energy: -741.1486 a.u.
Energy relative to the best compared isomer or geometry (same formula, charge and spin): 6.243 eV

```
18
Properties=species:S:1:pos:R:3:forces:R:3
N 1.721 -0.920 0.580 -0.3 0.7 1.5
C 0.429 -0.301 0.639 0.0 -7.4 -2.5
C -0.793 -1.153 0.450 0.6 -0.1 2.7
S -0.925 -1.916 -1.208 0.9 1.2 0.2
C 0.372 1.034 0.710 -0.5 9.3 -0.7
N -0.799 1.777 0.187 2.5 -1.9 2.0
C -1.219 1.671 -1.167 0.0 0.1 -2.2
O 1.245 1.832 1.129 -0.7 -2.5 0.3
H 1.756 -1.599 -0.136 -0.4 -0.9 -0.9
H 1.997 -1.428 1.450 -0.3 1.1 -0.6
H 4.304 0.301 0.632 0.0 0.0 0.3
H -0.477 -1.980 1.139 -0.9 0.3 -0.4
H -1.679 -0.643 0.875 0.3 -0.4 -0.6
H 4.302 0.301 1.382 0.1 0.0 -0.3
H -0.446 2.661 0.480 -0.4 1.2 -0.3
H -2.074 1.050 -1.176 -1.1 -0.6 -0.4
H -0.517 1.172 -1.905 -0.3 0.7 1.0
H -1.514 2.658 -1.603 0.4 -0.7 0.6
```
Forces are in eV/Å.

Here are the Mulliken charges for atoms 1 to 6, given in e: atom 1 (N): -0.409, atom 2 (C): 0.108, atom 3 (C): -0.694, atom 4 (S): -0.212, atom 5 (C): 0.275, atom 6 (N): -0.253

=====

(5)
C4H10N2OSSb | ωB97M-V with the def2-TZVPD basis set

Properties
Net charge: -1
Gap between HOMO and LUMO: 6.68 eV
LUMO: 3.044 eV
DFT total energy: -981.3812 a.u.

```
19
Properties=species:S:1:pos:R:3:forces:R:3
Sb 2.883 -0.352 -0.066 1.1 -0.5 0.1
C 1.413 1.322 -0.237 -1.3 0.3 -0.6
C 0.037 1.057 0.526 0.9 1.5 0.5
S -0.527 -0.694 0.418 -1.1 0.5 -0.2
C -2.291 -0.746 0.094 0.6 -1.9 0.0
N -2.793 -1.995 -0.081 0.6 3.1 0.3
N -4.119 -1.801 -0.331 -1.0 2.6 0.0
C -4.374 -0.494 -0.297 0.4 -2.7 0.0
O -3.227 0.250 -0.002 -0.4 -1.6 -0.4
H 3.743 0.202 -1.498 0.0 0.3 -0.2
H 1.909 -1.388 -1.090 -0.3 0.0 -0.1
H 2.134 -0.950 1.427 -0.4 0.1 0.1
H 3.969 0.638 0.939 0.0 0.2 0.1
H 4.042 -1.696 0.085 0.1 0.0 0.0
H 1.893 2.278 0.115 -0.6 -0.9 0.0
H 1.216 1.451 -1.339 0.1 -0.2 0.9
H -0.767 1.771 0.209 0.5 -0.8 0.2
H 0.259 1.276 1.607 -0.5 -0.4 -0.9
H -5.399 -0.129 -0.480 1.2 0.5 0.3
```
Forces are in eV/Å.

Here are the Mulliken charges for atoms 1 to 6, given in e: atom 1 (Sb): 0.010, atom 2 (C): -1.103, atom 3 (C): -0.355, atom 4 (S): -0.132, atom 5 (C): 0.454, atom 6 (N): -0.271

=====

(6)
C4H10N2S | ωB97M-V with the def2-TZVPD basis set

Properties
Net charge: 0
Gap between HOMO and LUMO: 9.25 eV
SMILES: [H]/N=C(\N)SC(C)C
LUMO: 0.597 eV
DFT total energy: -666.0048 a.u.
Energy relative to the best compared isomer or geometry (same formula, charge and spin): 2.670 eV

```
17
Properties=species:S:1:pos:R:3:forces:R:3
H -1.704 2.012 -0.582 -1.0 0.6 0.4
N -1.144 1.211 -0.388 -0.5 -1.3 0.0
C -1.706 0.095 -0.133 4.3 0.2 -0.6
N -2.917 -0.380 0.082 -4.5 -3.0 4.8
S -0.627 -1.442 -0.194 0.4 1.5 1.2
C 1.170 -0.749 0.025 -1.9 -0.1 0.8
C 1.435 0.231 1.254 1.2 -0.6 -0.5
C 1.390 -0.067 -1.218 2.6 3.9 -3.7
H -2.889 -1.203 0.887 0.4 2.2 -3.2
H -3.676 0.165 0.550 1.1 0.5 -1.4
H 1.598 -1.741 0.113 0.8 0.1 0.2
H 0.487 0.899 1.379 1.9 -1.5 0.4
H 2.423 0.997 1.094 -2.8 -2.4 0.1
H 1.744 -0.621 1.975 -0.9 2.4 0.1
H 2.547 0.054 -1.551 -2.2 0.1 1.4
H 1.021 -0.429 -2.173 -0.5 -0.8 0.3
H 0.847 0.968 -1.120 1.6 -1.8 -0.4
```
Forces are in eV/Å.

Here are the Mulliken charges for atoms 1 to 6, given in e: atom 1 (H): 0.167, atom 2 (N): -0.599, atom 3 (C): 0.481, atom 4 (N): -0.558, atom 5 (S): -0.243, atom 6 (C): 0.070

=====

(7)
C4H10N2S | ωB97M-V with the def2-TZVPD basis set

Properties
Multiplicity: 3
Net charge: 0
Gap between HOMO and LUMO (alpha / beta): 8.30 / 7.23 eV
LUMO (alpha / beta): 0.959 / -1.217 eV
DFT total energy: -665.9460 a.u.
Energy relative to the best compared isomer or geometry (same formula, charge and spin): 0.000 eV

```
17
Properties=species:S:1:pos:R:3:forces:R:3
C -0.575 0.588 0.105 -0.4 -0.1 0.5
C -1.747 1.506 -0.029 -1.2 2.3 -0.7
C -0.863 -1.791 -0.478 -3.2 0.8 1.9
C -0.713 -0.776 0.721 -2.4 -0.8 -2.5
N 0.489 1.007 -0.318 1.4 1.5 -1.2
N 3.706 0.460 -0.133 -1.7 -0.9 -0.3
S 2.388 -0.500 0.302 1.9 -0.7 0.2
H -2.366 1.396 0.897 -0.3 -0.2 -1.3
H -1.438 2.629 0.018 -0.1 -2.0 -0.2
H -2.241 1.404 -1.102 0.5 -0.1 2.6
H 0.035 -1.925 -0.921 2.9 0.4 -1.8
H -1.614 -1.299 -1.087 0.0 -0.7 -0.8
H -1.120 -2.834 -0.252 -0.6 0.4 0.6
H 0.143 -1.146 1.129 2.2 -0.2 2.2
H -1.606 -0.743 1.343 0.2 -0.4 0.3
H 4.054 0.914 0.669 0.8 0.6 0.8
H 3.465 1.109 -0.865 0.1 0.1 -0.3
```
Forces are in eV/Å.

Here are the Mulliken charges for atoms 1 to 6, given in e: atom 1 (C): 1.048, atom 2 (C): -1.019, atom 3 (C): -0.968, atom 4 (C): -0.857, atom 5 (N): -0.658, atom 6 (N): -0.453

=====

(8)
C4H10N3 | ωB97M-V with the def2-TZVPD basis set

Properties
Net charge: +1
Gap between HOMO and LUMO: 9.27 eV
SMILES: C=CN(C)/[NH+]=C\N
LUMO: -4.090 eV
DFT total energy: -322.3490 a.u.
Energy relative to the best compared isomer or geometry (same formula, charge and spin): 3.037 eV

```
17
Properties=species:S:1:pos:R:3:forces:R:3
C 0.036 1.299 -1.789 1.1 -0.8 1.2
C 0.881 0.471 -1.130 -2.6 -0.9 2.3
N 0.652 -0.252 0.245 -1.0 1.0 -3.2
C 1.782 -0.365 1.084 3.1 -2.4 -0.7
N -0.442 0.244 0.930 -1.2 1.7 -0.8
C -1.680 -0.193 0.655 1.0 -0.5 -1.4
N -1.963 -1.321 -0.015 2.0 3.1 2.2
H 0.516 1.662 -2.727 -1.2 -0.1 0.6
H -0.970 1.622 -1.370 1.6 -0.1 -0.9
H 1.693 -0.066 -1.533 1.2 0.2 -0.7
H 2.539 -1.169 0.711 -1.5 1.3 0.3
H 2.406 0.464 1.301 0.2 1.6 -0.3
H 1.480 -0.707 2.020 -0.7 -0.8 1.6
H -0.398 1.285 1.097 -0.2 -1.3 0.3
H -2.426 0.555 0.891 -0.5 -0.5 0.2
H -2.875 -1.565 -0.209 -2.2 -0.6 -0.3
H -1.230 -1.965 -0.161 0.9 -0.7 -0.5
```
Forces are in eV/Å.

Here are the Mulliken charges for atoms 1 to 6, given in e: atom 1 (C): -0.619, atom 2 (C): -0.134, atom 3 (N): 0.021, atom 4 (C): -1.031, atom 5 (N): -0.222, atom 6 (C): 0.008

=====

- What is the formula in the third record?
  C4H10N2O3